(1)
# C41H32AsN3ReS

C41H32AsN3ReS as an isolated structure in a non-equilibrium geometry (the ωB97M-V functional and the def2-TZVPD basis, the Open Molecules 2025 dataset).

Geometry as XYZ:
```
79
Properties=species:S:1:pos:R:3:forces:R:3:lowdin_charge:R:1
Re 0.067881 0.450206 -0.401584 0.799 -0.322 -0.234 1.15
C -3.359451 0.854728 1.004129 -0.142 0.033 0.134 -0.01
C -2.754909 1.231662 -0.303159 0.127 0.310 -0.142 -0.26
C -2.854010 2.539561 -0.811403 -0.001 -0.209 0.097 -0.02
C -2.314366 2.870582 -2.032921 0.008 -0.049 -0.024 -0.04
C -1.666767 1.903210 -2.819138 0.042 -0.039 0.028 -0.05
C -1.640103 0.595752 -2.384914 -0.019 -0.071 0.187 -0.15
C -2.148703 0.245628 -1.101208 0.163 -0.071 -0.445 -0.21
H -2.617655 0.405189 1.663137 0.043 -0.042 0.082 0.08
H -4.148330 0.117517 0.850126 -0.038 -0.018 0.025 0.11
H -3.792610 1.720821 1.498200 -0.023 -0.006 0.053 0.08
H -3.358488 3.297151 -0.227425 -0.026 0.013 0.058 0.13
H -2.403332 3.883542 -2.399331 -0.005 0.057 -0.027 0.13
H -1.253908 2.168929 -3.782198 0.011 -0.014 -0.039 0.13
H -1.268385 -0.191280 -3.027651 -0.002 0.023 -0.042 0.08
H -2.304827 -0.803625 -0.863875 -0.006 -0.001 -0.002 0.10
N -1.947371 4.882257 8.640062 -0.043 0.080 0.178 0.20
C -1.677516 4.412390 7.629853 -0.128 0.208 0.422 -0.17
C -1.347123 3.829385 6.377648 0.040 -0.258 -0.578 -0.21
C -0.015663 3.546530 6.077284 -0.087 0.018 0.010 0.01
C 0.304173 2.971834 4.862215 -0.069 -0.008 -0.043 -0.02
C -0.697832 2.681984 3.939633 -0.137 0.035 0.255 -0.21
C -2.028612 2.977002 4.239858 0.229 -0.024 0.011 0.00
C -2.358169 3.546579 5.456695 0.227 0.015 0.072 0.01
C -0.352536 2.070655 2.634588 0.046 -0.626 0.285 -0.05
C -0.341650 2.857015 1.530971 -0.105 0.451 -0.015 -0.20
C -0.449299 4.302332 1.528238 0.039 -0.337 -0.150 0.04
C -0.093262 4.709842 0.288421 0.011 -0.122 -0.153 0.00
C 0.158080 3.522059 -0.481964 0.108 0.730 -0.534 -0.12
N 0.008188 2.438321 0.227011 0.014 -0.717 0.411 -0.10
C 0.118123 0.705339 2.613060 -0.548 1.251 0.703 -0.20
C 0.627534 -0.031205 3.770284 0.112 0.032 0.129 0.04
C 1.315705 -1.080343 3.317595 0.010 0.272 -0.092 -0.01
C 1.171728 -1.080379 1.844082 0.314 -0.650 -0.558 -0.52
N 0.336924 0.047007 1.507458 -0.383 -0.177 0.126 -0.20
H 0.758604 3.783097 6.792260 0.012 0.015 0.040 0.13
H 1.339339 2.766428 4.625029 0.058 -0.013 -0.025 0.13
H -2.805666 2.757242 3.523268 -0.065 -0.029 -0.075 0.11
H -3.385341 3.776306 5.698146 -0.035 0.007 0.025 0.13
H -0.700024 4.905627 2.382002 -0.027 0.036 0.067 0.13
H -0.008962 5.718047 -0.075079 0.019 0.095 -0.051 0.12
H 0.426187 3.469454 -1.528399 0.007 0.058 0.054 0.12
H 0.509412 0.281963 4.792358 -0.070 0.008 0.083 0.13
H 1.867365 -1.812416 3.881006 0.007 -0.097 0.036 0.13
H 0.744009 -2.012753 1.463234 0.183 0.019 -0.075 0.13
S 2.610772 -0.628007 0.761105 -0.366 -0.148 -0.152 1.03
C 2.986009 -2.247877 0.105962 -0.119 0.241 -0.176 -0.56
C 4.089087 -2.928293 0.592107 0.077 0.058 0.131 -0.07
C 4.366702 -4.197613 0.108521 0.013 -0.096 -0.001 -0.04
C 3.541673 -4.779499 -0.840571 -0.012 0.025 -0.007 -0.03
C 2.440587 -4.088474 -1.331996 -0.044 -0.027 -0.061 -0.06
C 2.165372 -2.811937 -0.869342 -0.045 0.204 0.072 -0.39
As 0.761452 -1.725559 -1.649647 -0.419 -0.203 -0.318 1.24
C -0.593766 -3.014686 -2.166808 0.248 0.006 -0.087 -0.38
C -1.515525 -3.405555 -1.200271 0.060 0.157 0.247 -0.13
C -2.464017 -4.371501 -1.488651 -0.070 -0.042 -0.003 -0.06
C -2.500382 -4.951470 -2.749001 0.000 0.010 0.017 -0.05
C -1.578156 -4.575245 -3.713071 -0.028 -0.023 0.003 -0.05
C -0.621084 -3.614620 -3.423473 0.237 0.166 -0.122 -0.10
C 1.636006 -1.119410 -3.280213 0.084 -0.062 0.084 -0.36
C 3.002171 -0.849272 -3.222777 -0.026 0.002 0.178 -0.10
C 3.657262 -0.310868 -4.318842 0.039 -0.006 0.001 -0.05
C 2.959526 -0.050586 -5.486949 0.012 -0.005 -0.018 -0.05
C 1.605604 -0.337641 -5.558440 0.022 0.027 -0.093 -0.06
C 0.944615 -0.863827 -4.461561 -0.281 -0.095 0.062 -0.13
H 4.719844 -2.475238 1.344637 0.036 0.015 0.004 0.12
H 5.226071 -4.734454 0.483019 0.035 -0.023 0.010 0.12
H 3.760016 -5.771042 -1.209997 -0.002 -0.040 -0.011 0.12
H 1.808148 -4.544588 -2.083730 -0.007 0.004 -0.007 0.11
H -1.478237 -2.974801 -0.200077 -0.030 -0.022 -0.092 0.10
H -3.172520 -4.676392 -0.731819 -0.024 -0.010 0.034 0.12
H -3.242937 -5.702795 -2.975590 -0.030 -0.030 -0.008 0.12
H -1.597985 -5.035227 -4.690755 0.007 -0.012 -0.035 0.12
H 0.107072 -3.338430 -4.181606 -0.093 -0.085 0.116 0.10
H 3.570418 -1.070578 -2.325799 -0.016 0.027 -0.034 0.10
H 4.716802 -0.105783 -4.262574 0.039 -0.004 0.007 0.12
H 3.472415 0.355708 -6.346307 0.025 0.028 -0.037 0.12
H 1.063938 -0.167366 -6.478110 -0.030 0.013 -0.028 0.12
H -0.105308 -1.118249 -4.564963 0.037 0.075 0.055 0.09
```
Forces are in eV/Å.

Properties
Charge ... +2
LUMO energy (alpha / beta) ... -7.38 / -7.19 eV
HOMO (alpha / beta) ... -13.89 / -12.93 eV
Energy ... -4457.46302 a.u.
Spin multiplicity ... 2
Gap between HOMO and LUMO (alpha / beta) ... 6.51 / 5.74 eV
Energy above the lowest of the compared OMol25 structures with the same formula, charge and spin ... 252.8 kJ/mol


(2)
# C41H32BCeF4NOP2SSe

C41H32BCeF4NOP2SSe as an isolated structure in a non-equilibrium geometry (the ωB97M-V functional and the def2-TZVPD basis, the Open Molecules 2025 dataset).

Geometry as XYZ:
```
85
Properties=species:S:1:pos:R:3:forces:R:3:lowdin_charge:R:1
Ce -1.518023 0.267065 -0.229195 0.592 0.710 -0.001 0.87
O 2.941153 -1.678512 -0.666541 -0.123 -0.702 -0.609 -0.44
S 2.015596 -0.647803 -0.175056 1.005 0.341 0.723 0.92
C 2.743085 -0.432155 1.466048 -2.360 0.351 0.252 -0.37
C 4.065100 -0.718948 1.627259 1.267 -0.079 -2.467 -0.10
C 4.612126 -0.653189 2.861948 1.688 -0.127 0.828 -0.06
C 3.786614 -0.536835 3.964058 1.496 0.046 2.420 -0.05
C 2.457002 -0.256356 3.836131 -0.421 -0.333 -0.477 -0.07
C 1.901529 -0.216612 2.560811 0.574 0.846 -0.271 -0.36
P 0.155611 0.183843 2.359174 -0.690 -0.326 0.126 1.03
C -0.598462 -1.343985 3.011772 -0.687 -0.998 0.669 -0.36
C 0.055490 -2.612557 2.954832 -1.140 0.272 0.086 -0.06
C -0.600746 -3.747603 3.437023 -1.158 0.929 0.597 -0.05
C -1.911590 -3.676993 3.983128 0.947 0.365 -0.028 -0.06
C -2.555318 -2.451792 4.031788 0.303 0.826 0.180 -0.06
C -1.892934 -1.271053 3.586699 -0.048 -0.658 -0.233 -0.08
C -0.337002 1.452357 3.582930 -0.350 -1.049 -0.888 -0.37
C -0.786893 2.661802 3.067629 0.020 1.048 -0.674 -0.11
C -1.188330 3.694341 3.926661 0.140 -0.561 1.136 -0.06
C -1.139194 3.475235 5.321233 1.213 -0.630 -0.685 -0.05
C -0.753940 2.201894 5.792590 -0.809 0.282 0.466 -0.06
C -0.460390 1.142573 4.928357 0.108 1.248 1.112 -0.10
C 2.451398 0.886752 -1.035485 0.277 0.353 -0.345 -0.35
C 3.458528 1.744199 -0.623178 0.620 -0.063 0.631 -0.04
C 3.874264 2.788646 -1.459615 -0.192 -0.823 0.747 -0.05
C 3.217031 3.025592 -2.648203 1.130 0.766 0.154 -0.05
C 2.200796 2.197295 -3.051851 -0.300 -0.591 -0.891 -0.07
C 1.872287 1.080005 -2.305593 -1.458 -0.698 1.177 -0.33
P 0.467262 -0.116503 -2.700896 1.569 1.239 -1.242 1.05
C -0.006920 0.443195 -4.359351 -1.050 0.571 0.785 -0.37
C 0.851463 0.447263 -5.469924 -0.789 -0.870 0.916 -0.09
C 0.275167 0.604974 -6.703470 -0.010 1.028 -0.027 -0.06
C -1.123598 0.684582 -6.838117 1.023 -0.404 -0.807 -0.07
C -1.942246 0.747101 -5.744701 -0.909 0.124 0.740 -0.07
C -1.371061 0.758865 -4.463149 0.272 -0.869 -0.359 -0.08
C 1.417317 -1.601722 -3.134628 1.034 -0.150 -0.150 -0.39
C 0.713692 -2.786044 -3.073854 -0.364 -0.161 -0.637 -0.09
C 1.356034 -4.002728 -3.351899 -1.356 0.629 -0.109 -0.07
C 2.689000 -4.040548 -3.620414 1.094 -0.424 0.547 -0.07
C 3.449477 -2.872138 -3.461796 0.368 -0.340 -0.648 -0.08
C 2.822272 -1.650900 -3.413605 -0.390 0.942 0.223 -0.10
H 4.691136 -0.963077 0.728252 -0.733 0.359 0.965 0.15
H 5.720701 -0.656939 2.933320 -0.960 -0.433 0.289 0.14
H 4.225674 -0.659023 5.004638 -0.548 0.411 -1.458 0.14
H 1.845529 -0.092379 4.699822 -0.178 -0.041 0.323 0.10
H 1.048353 -2.726760 2.538421 0.027 0.141 0.041 0.11
H -0.107747 -4.684178 3.507630 0.547 -0.641 -0.262 0.10
H -2.379841 -4.526489 4.500529 0.334 0.239 -0.628 0.12
H -3.532233 -2.423458 4.534656 0.441 0.338 -0.418 0.12
H -2.362734 -0.280838 3.726344 0.120 -0.712 -0.160 0.11
H -0.803198 2.829350 1.955295 0.131 -0.117 1.224 0.07
H -1.506288 4.663014 3.576593 0.000 0.042 -0.321 0.11
H -1.211222 4.286698 6.050710 -0.479 -0.244 -0.418 0.11
H -0.780944 2.046800 6.883332 0.114 -0.079 -0.646 0.12
H -0.339998 0.154223 5.364022 0.282 0.100 -0.358 0.12
H 3.963885 1.563032 0.343514 -0.298 0.249 -0.694 0.12
H 4.748261 3.349261 -1.182247 0.034 0.351 0.115 0.11
H 3.611291 3.849763 -3.247922 -0.516 -0.292 -0.087 0.12
H 1.753373 2.335868 -4.030622 -0.142 0.108 0.208 0.11
H 1.884247 0.144308 -5.333236 0.039 0.373 -0.187 0.11
H 0.945136 0.829029 -7.519518 -0.188 -0.619 -0.517 0.11
H -1.497501 0.581530 -7.849391 -0.313 0.364 0.099 0.11
H -3.036311 0.718340 -5.855783 0.592 0.275 0.006 0.12
H -1.986673 0.826790 -3.544285 0.324 -0.053 -0.779 0.08
H -0.389990 -2.728696 -3.049583 0.623 -0.297 0.569 0.12
H 0.726372 -4.867058 -3.364853 -0.031 -0.568 -0.235 0.10
H 3.172866 -4.978250 -3.927557 -0.169 0.412 0.497 0.12
H 4.542419 -2.932986 -3.365125 -0.488 0.095 -0.698 0.12
H 3.457987 -0.751773 -3.618095 -0.833 -0.638 0.862 0.13
F -3.583335 -1.064451 0.221375 0.628 0.137 -0.039 0.07
B -2.850057 -2.018947 -0.568925 -0.785 -1.844 0.918 -1.24
F -3.436600 -3.210148 -0.634990 -0.080 -0.074 -0.227 0.27
F -2.633874 -1.377385 -1.804351 0.501 0.230 0.134 0.09
F -1.551064 -2.134880 0.156881 -0.521 0.556 -0.913 0.00
Se -1.958066 2.992880 -0.792233 0.746 0.037 -0.283 0.71
C -3.569747 2.344779 -0.048197 -1.372 -0.056 -0.003 -0.73
C -3.967265 2.677655 1.274400 1.785 -0.026 -0.090 -0.10
C -5.120552 2.174761 1.795206 -1.243 -0.783 -0.011 -0.13
N -5.991406 1.454383 1.079061 0.190 -0.420 -1.246 0.09
C -5.669279 1.194810 -0.201850 0.130 -0.922 0.187 -0.12
C -4.474422 1.566568 -0.823771 0.644 0.988 0.518 -0.13
H -3.305367 3.227872 1.959085 -0.219 -0.128 -0.629 0.10
H -5.390494 2.260122 2.847313 0.163 0.389 -0.186 0.12
H -6.279311 0.490318 -0.789182 -0.316 0.628 0.578 0.13
H -4.284365 1.342935 -1.898255 -0.118 0.105 0.996 0.12
```
Forces are in eV/Å.

Properties
Charge ... +1
LUMO energy (alpha / beta) ... -3.04 / -2.97 eV
HOMO (alpha / beta) ... -11.19 / -11.19 eV
Energy ... -6093.34697 a.u.
Spin multiplicity ... 2
Gap between HOMO and LUMO (alpha / beta) ... 8.15 / 8.22 eV
Energy above the lowest of the compared OMol25 structures with the same formula, charge and spin ... 0.0 kJ/mol


Q: Which value of energy does entry 2 give?
A: -6093.34697 a.u.


Q: Look up the charge of the first one.
A: +2


Q: Among the records above, which one has the lowest energy above the lowest of the compared OMol25 structures with the same formula, charge and spin?
A: C41H32BCeF4NOP2SSe


Q: Which of these has the highest energy?
A: C41H32AsN3ReS